1.
{"formula": "C3H6N2S2", "method": "the ωB97M-V functional and the def2-TZVPD basis", "symbols": ["C", "C", "C", "H", "H", "H", "H", "H", "H", "N", "N", "S", "S"], "positions_angstrom": [[-0.99, 1.15, -0.75], [-0.91, -0.50, 0.99], [1.06, -0.23, -0.47], [-2.36, 0.85, -0.72], [-0.62, 2.29, 0.08], [-0.34, 1.09, -2.22], [-0.19, -1.25, 1.73], [1.64, -0.85, 1.39], [2.45, -1.59, 0.36], [-0.26, 0.16, 0.04], [1.61, -1.01, 0.50], [-2.61, -0.13, 1.08], [1.52, 0.04, -2.02]], "mulliken_charge": [-0.785, 0.032, 0.430, 0.283, 0.206, 0.247, 0.181, 0.239, 0.232, 0.121, -0.432, -0.382, -0.372], "orbital_gap_ev": 7.14, "spin_multiplicity": 1, "de_lowest_kj_mol": 645.49, "molar_mass_g_mol": 134.2, "charge": 0}

---

2.
{"formula": "C3H6N2S2", "method": "the ωB97M-V functional and the def2-TZVPD basis", "symbols": ["C", "C", "C", "H", "H", "H", "H", "H", "H", "N", "N", "S", "S"], "positions_angstrom": [[-2.27, -1.23, 0.02], [-1.22, -0.16, -0.53], [1.92, 0.65, 0.48], [-2.65, -1.61, -1.03], [-3.22, -0.74, 0.86], [-1.59, -2.12, 0.72], [0.22, -0.65, 1.15], [0.84, 0.85, -1.33], [2.77, 1.38, 0.21], [-0.21, -0.02, 0.30], [0.82, 0.61, -0.30], [-1.50, 0.21, -2.08], [2.05, -0.01, 2.05]], "mulliken_charge": [-0.770, 0.383, -0.055, 0.287, 0.230, 0.210, 0.240, 0.263, 0.284, -0.121, -0.113, -0.463, -0.373], "orbital_gap_ev": 8.65, "spin_multiplicity": 1, "de_lowest_kj_mol": 376.30, "molar_mass_g_mol": 134.2, "charge": 0}

---

3.
{"formula": "C3H6N2S3", "method": "the ωB97M-V functional and the def2-TZVPD basis", "symbols": ["C", "C", "N", "S", "N", "S", "C", "S", "H", "H", "H", "H", "H", "H"], "positions_angstrom": [[-0.58, 1.20, 0.43], [-0.74, -0.25, 0.05], [-1.85, -0.88, -0.10], [-3.29, 0.00, 0.06], [0.43, -1.00, -0.19], [1.81, -0.87, 0.76], [2.95, -0.18, -0.38], [4.46, 0.19, -0.03], [-1.10, 1.39, 1.41], [0.46, 1.51, 0.45], [-1.08, 1.78, -0.38], [-4.12, -0.94, -0.26], [0.14, -1.93, -0.44], [2.50, -0.02, -1.36]], "mulliken_charge": [-1.189, 0.735, -0.560, -0.147, -0.263, 0.024, -0.168, -0.222, 0.325, 0.336, 0.359, 0.143, 0.304, 0.324], "orbital_gap_ev": 8.20, "spin_multiplicity": 1, "de_lowest_kj_mol": 159.89, "molar_mass_g_mol": 166.3, "charge": 0}

---

4.
{"formula": "C3H6N3", "method": "the ωB97M-V functional and the def2-TZVPD basis", "symbols": ["H", "N", "N", "C", "N", "C", "C", "H", "H", "H", "H", "H"], "positions_angstrom": [[3.72, 0.41, 1.07], [3.65, 0.30, -0.04], [2.56, -0.06, -0.37], [1.35, -0.56, -0.03], [0.24, 0.14, 0.15], [-1.02, -0.37, 0.01], [-2.05, 0.37, -0.27], [1.32, -1.67, -0.11], [0.27, 1.19, 0.35], [-1.12, -1.48, 0.33], [-2.92, -0.13, -0.22], [-1.92, 1.40, -0.66]], "mulliken_charge": [0.302, -0.299, 0.202, 0.147, -0.195, 0.243, -0.814, 0.324, 0.344, 0.201, 0.301, 0.245], "orbital_gap_ev": 8.97, "spin_multiplicity": 1, "de_lowest_kj_mol": 347.57, "molar_mass_g_mol": 84.1, "charge": 1}

---

5.
{"formula": "C3H6N3", "method": "the ωB97M-V functional and the def2-TZVPD basis", "symbols": ["C", "C", "C", "N", "N", "N", "H", "H", "H", "H", "H", "H"], "positions_angstrom": [[0.85, 0.99, 0.00], [0.24, -1.27, 0.00], [-1.48, 0.39, 0.01], [2.04, 0.52, -0.01], [2.64, -0.44, 0.00], [-0.09, -0.03, 0.01], [0.60, 2.03, -0.04], [-0.53, -2.03, -0.01], [1.26, -1.64, 0.01], [-2.04, -0.18, 0.75], [-1.93, 0.21, -0.97], [-1.57, 1.44, 0.24]], "mulliken_charge": [0.004, -0.298, -0.869, 0.479, -0.478, 0.038, 0.350, 0.295, 0.448, 0.361, 0.365, 0.305], "orbital_gap_ev": 8.81, "spin_multiplicity": 1, "de_lowest_kj_mol": 290.19, "molar_mass_g_mol": 84.1, "charge": 1}

---

6.
{"formula": "C3H6N3", "method": "the ωB97M-V functional and the def2-TZVPD basis", "symbols": ["C", "N", "C", "N", "C", "N", "H", "H", "H", "H", "H", "H"], "positions_angstrom": [[-2.06, 0.01, -0.41], [-1.67, -0.57, 0.71], [-0.90, 0.59, 0.13], [0.37, 0.43, -0.47], [1.48, 0.28, 0.34], [0.94, -0.92, -0.30], [-2.84, 0.24, -1.15], [-0.91, 1.53, 0.65], [2.26, 0.80, -0.06], [1.56, 0.40, 1.40], [1.37, -1.30, -1.14], [0.39, -1.51, 0.29]], "mulliken_charge": [0.122, -0.519, -0.106, -0.175, -0.162, -0.135, 0.348, 0.405, 0.273, 0.317, 0.311, 0.321], "orbital_gap_ev": 10.89, "spin_multiplicity": 1, "de_lowest_kj_mol": 449.98, "molar_mass_g_mol": 84.1, "charge": 1}

---

7.
{"formula": "C3H6N3", "method": "the ωB97M-V functional and the def2-TZVPD basis", "symbols": ["C", "N", "C", "N", "N", "C", "H", "H", "H", "H", "H", "H"], "positions_angstrom": [[1.53, -0.26, 0.05], [0.09, -0.21, -0.04], [-0.83, -1.10, -0.18], [-2.02, -0.54, 0.03], [-2.01, 0.69, 0.15], [-0.58, 1.10, 0.09], [2.02, -0.74, -0.81], [1.65, -0.91, 1.04], [1.76, 0.75, 0.13], [-0.87, -2.18, -0.40], [-0.56, 1.63, -0.82], [-0.17, 1.77, 0.74]], "mulliken_charge": [-0.705, 0.039, 0.093, -0.194, -0.072, -0.477, 0.325, 0.334, 0.322, 0.449, 0.399, 0.486], "orbital_gap_ev": 8.91, "spin_multiplicity": 1, "de_lowest_kj_mol": 280.27, "molar_mass_g_mol": 84.1, "charge": 1}

---

8.
{"formula": "C3H6N3", "method": "the ωB97M-V functional and the def2-TZVPD basis", "symbols": ["C", "C", "C", "N", "N", "N", "H", "H", "H", "H", "H", "H"], "positions_angstrom": [[0.62, -2.17, 0.21], [-0.17, -1.17, 0.29], [-0.66, 1.25, -0.13], [-1.02, 3.54, 0.22], [-0.74, 2.52, -0.33], [0.50, 0.57, -0.01], [0.16, -3.21, 0.49], [1.63, -2.11, -0.02], [-1.10, -0.82, 0.54], [-1.55, 0.61, -0.40], [-0.86, 4.37, -0.41], [1.22, 1.01, 0.53]], "mulliken_charge": [-0.636, 0.155, 0.041, -0.401, 0.325, -0.317, 0.236, 0.342, 0.386, 0.276, 0.323, 0.270], "orbital_gap_ev": 9.28, "spin_multiplicity": 1, "de_lowest_kj_mol": 473.23, "molar_mass_g_mol": 84.1, "charge": 1}